Record 1
{
  "formula": "C4H7BrNS",
  "method": "wB97M-V/def2-TZVPD",
  "e_lumo_ev": -3.51,
  "smiles": "C[N@H+]1CSC=C1Br",
  "fmax_ev_per_a": 4.26,
  "total_charge": 1,
  "gap_ha": 0.35315,
  "homo_energy_ev": -13.12,
  "relative_energy_kj_mol": 217.6,
  "elements": ["C", "C", "C", "C", "N", "S", "Br", "H", "H", "H", "H", "H", "H", "H"],
  "coordinates": [[0.766, -1.655, -0.187], [1.176, -0.449, 0.176], [-1.296, -0.474, 0.755], [-0.150, 1.299, -0.718], [0.050, 0.388, 0.477], [-0.928, -1.945, -0.212], [2.864, 0.416, 0.048], [1.427, -2.413, -0.659], [-1.284, -0.797, 1.843], [-2.136, 0.127, 0.509], [-0.700, 0.751, -1.656], [-0.939, 2.035, -0.460], [0.857, 1.537, -1.069], [0.294, 1.178, 1.154]],
  "forces_ev_per_angstrom": [[1.6, -0.6, -0.9], [0.5, -0.9, 0.2], [3.5, -0.2, 1.9], [-2.6, -1.5, -3.0], [-1.7, 2.9, 0.3], [-0.9, -0.5, -0.4], [-0.7, -0.7, 0.3], [-0.6, 0.6, 0.6], [0.0, 0.8, -1.2], [-0.7, 0.3, -0.4], [1.6, 0.6, 2.4], [1.3, 0.2, 0.0], [-0.6, 0.9, 0.2], [-0.6, -2.0, 0.0]]
}

Record 2
{
  "formula": "C4H7BrNS",
  "method": "wB97M-V/def2-TZVPD",
  "multiplicity": 3,
  "e_lumo_ev": [-3.72, -7.47],
  "fmax_ev_per_a": 5.52,
  "total_charge": 1,
  "gap_ha": [0.29355, 0.28624],
  "homo_energy_ev": [-11.71, -15.25],
  "relative_energy_kj_mol": 69.7,
  "s2": 2.014,
  "elements": ["C", "C", "C", "C", "N", "S", "Br", "H", "H", "H", "H", "H", "H", "H"],
  "coordinates": [[1.357, 1.093, -0.491], [0.080, 1.025, -0.106], [1.650, -1.613, -0.863], [-1.956, 0.047, 0.864], [-0.570, -0.063, 0.308], [2.516, -0.289, -0.512], [-0.848, 2.654, -0.382], [1.908, 1.988, -0.407], [0.549, -1.871, -1.108], [2.183, -2.428, -1.243], [-2.183, -0.705, 1.576], [-2.026, 0.933, 1.593], [-2.619, 0.044, -0.022], [-0.042, -0.815, 0.792]],
  "forces_ev_per_angstrom": [[3.9, -2.8, 0.5], [-3.1, 0.2, -0.1], [-4.4, -3.0, -1.3], [0.3, 1.8, -0.1], [-0.5, 0.0, 2.3], [0.4, 3.7, 0.4], [0.0, -0.5, 0.2], [0.2, 1.2, -0.5], [1.8, 1.4, 0.6], [1.4, -1.0, -0.2], [0.1, -1.5, -0.1], [0.0, -0.6, -1.8], [-0.1, 0.3, 1.0], [0.0, 0.7, -1.0]]
}

Record 3
{
  "formula": "C4H7BrO",
  "method": "wB97M-V/def2-TZVPD",
  "e_lumo_ev": [0.80, 0.49],
  "fmax_ev_per_a": 5.63,
  "gap_ha": [0.30626, 0.27845],
  "homo_energy_ev": [-7.53, -7.09],
  "relative_energy_kj_mol": 397.2,
  "elements": ["C", "C", "C", "C", "O", "Br", "H", "H", "H", "H", "H", "H", "H"],
  "coordinates": [[0.322, -1.774, -0.675], [-0.354, -0.645, 0.086], [1.739, -1.464, -0.249], [-0.676, 1.629, 0.312], [-0.669, 0.492, -0.518], [2.247, -2.194, 1.391], [-0.182, -2.685, -0.508], [0.399, -1.664, -1.711], [-0.260, -0.509, 1.157], [2.251, -0.481, -0.538], [0.156, 1.955, 0.862], [-1.640, 1.679, 0.891], [-0.810, 2.434, -0.531]],
  "forces_ev_per_angstrom": [[0.6, 2.1, 1.0], [1.3, -0.7, -0.2], [-0.8, 1.1, 0.2], [-3.6, 2.8, -3.2], [0.6, -0.2, -0.2], [0.5, -0.1, 0.6], [0.3, -1.4, 0.7], [-0.9, 0.7, -1.8], [0.1, -0.8, 0.1], [-1.0, -1.7, 0.4], [1.5, -0.6, 0.8], [1.1, -0.2, -0.2], [0.2, -0.9, 1.9]]
}

Record 4
{
  "formula": "C4H7CdO4",
  "method": "wB97M-V/def2-TZVPD",
  "e_lumo_ev": -8.03,
  "fmax_ev_per_a": 4.77,
  "total_charge": 1,
  "gap_ha": 0.25096,
  "homo_energy_ev": -14.86,
  "elements": ["O", "C", "O", "Cd", "O", "C", "H", "H", "H", "C", "C", "O", "H", "H", "H", "H"],
  "coordinates": [[1.594, -1.550, 1.400], [0.648, -1.977, 0.773], [-0.134, -2.956, 1.001], [-1.706, -2.200, 0.099], [-0.030, -1.103, -0.106], [-0.731, 1.353, 0.941], [-0.047, 1.315, 1.800], [-1.201, 2.340, 1.039], [-1.489, 0.568, 1.059], [0.713, 0.070, -0.737], [-0.123, 1.301, -0.538], [1.008, -0.263, -2.039], [1.676, 0.166, -0.223], [-0.930, 1.325, -1.286], [0.538, 2.165, -0.684], [0.212, -0.553, -2.500]],
  "forces_ev_per_angstrom": [[-0.9, -1.3, -1.7], [2.3, 2.5, 3.4], [0.8, -2.3, 0.8], [-3.4, -0.5, -0.7], [1.8, 2.1, -2.0], [0.1, 0.9, -1.2], [0.3, -0.4, -0.6], [-0.3, -0.4, 0.0], [0.0, 0.3, 0.1], [0.5, -0.1, -0.1], [-0.5, -0.1, 1.7], [-0.1, -0.3, 0.4], [-0.4, -0.4, 0.2], [0.1, 0.2, 0.2], [-0.3, -0.2, -0.1], [0.0, 0.3, -0.2]]
}

Record 5
{
  "formula": "C4H7Cl",
  "method": "wB97M-V/def2-TZVPD",
  "e_lumo_ev": 1.08,
  "smiles": "ClCC1CC1",
  "fmax_ev_per_a": 5.79,
  "gap_ha": 0.40939,
  "homo_energy_ev": -10.06,
  "relative_energy_kj_mol": 241.6,
  "elements": ["C", "C", "C", "C", "H", "H", "H", "H", "H", "H", "H", "Cl"],
  "coordinates": [[-0.196, -1.155, 0.373], [1.028, -0.402, -0.480], [0.723, 0.694, -1.401], [1.702, 0.992, -0.340], [-0.739, -2.041, 0.085], [0.250, -1.357, 1.477], [1.573, -1.109, -1.023], [1.105, 0.609, -2.452], [-0.335, 1.241, -1.512], [1.088, 1.417, 0.286], [2.850, 0.841, -0.184], [-1.490, -0.022, 0.848]],
  "forces_ev_per_angstrom": [[3.3, 2.0, 3.5], [-3.4, -1.1, 0.4], [-1.4, 1.3, -4.7], [2.8, -4.3, -0.7], [0.6, -0.2, -1.0], [-0.7, -0.1, -2.7], [1.1, -1.2, -0.2], [-0.3, -0.2, 1.0], [2.6, -1.1, 1.1], [-1.7, 3.2, 4.5], [-2.4, 1.2, -0.9], [-0.3, 0.5, -0.3]]
}

Record 6
{
  "formula": "C4H7Cl2F",
  "method": "wB97M-V/def2-TZVPD",
  "e_lumo_ev": 0.72,
  "smiles": "C[C@@](Cl)(CF)CCl",
  "fmax_ev_per_a": 3.38,
  "gap_ha": 0.42312,
  "homo_energy_ev": -10.79,
  "relative_energy_kj_mol": 119.8,
  "elements": ["C", "C", "C", "C", "H", "H", "H", "H", "H", "H", "H", "F", "Cl", "Cl"],
  "coordinates": [[0.379, 0.473, 1.292], [0.233, -0.185, -0.043], [0.013, 0.885, -1.127], [-0.719, -1.403, -0.028], [1.230, 1.002, 1.148], [0.430, -0.071, 2.183], [-0.376, 1.288, 1.438], [0.018, 0.361, -2.164], [-1.014, 1.216, -1.211], [-0.739, -1.878, -0.970], [-1.703, -0.872, -0.025], [-0.523, -2.296, 1.035], [1.796, -0.975, -0.515], [0.976, 2.455, -1.014]],
  "forces_ev_per_angstrom": [[-2.5, 1.2, -0.5], [0.8, -1.1, 0.2], [-1.3, -1.0, -2.3], [-1.6, 2.5, 0.2], [2.9, 1.7, 0.3], [0.1, -1.4, 0.9], [0.1, -0.8, -0.3], [1.2, 1.1, 1.5], [-0.4, 0.3, 1.0], [0.5, -1.1, -0.8], [0.0, -0.9, 1.0], [-0.1, 1.3, -1.2], [0.9, 0.0, 0.2], [-0.5, -1.7, -0.2]]
}